48
Properties=species:S:1:pos:R:3:forces:R:3:nbo_charge:R:1 method="wB97M-V/def2-TZVPD" lumo_energy_ha=0.024 charge=0 smiles="CCN1C[C@H](CN(C)Cc2nc(Cc3ccccc3)no2)CC1=O" fmax_ev_per_a=1.2 de_lowest_kcal_mol=41.4
O 0.93998 0.81932 1.36498 -0.719 0.405 -0.024 -0.28
O -4.56895 -2.64973 -1.02404 -0.148 -0.353 -0.191 -0.63
N -4.56193 -0.66193 0.08921 -0.064 0.374 -0.004 -0.43
N -1.69870 1.84336 -0.54336 0.002 -0.095 -0.025 -0.43
N 2.21056 0.47572 1.00992 1.060 -0.513 -0.071 -0.15
N 1.43911 2.01006 -0.40069 -0.426 0.366 0.001 -0.51
C -6.76780 -0.39904 1.15945 0.155 0.032 -0.228 -0.61
C 0.53105 1.74493 0.48776 0.551 0.031 -0.271 0.51
C 4.58362 -0.03544 -0.40747 0.198 0.021 -0.105 0.08
C -1.72385 0.39931 -0.73741 -0.124 0.004 0.219 -0.22
C 3.76393 1.16825 -0.78184 0.114 -0.126 0.109 -0.48
C -3.66202 0.16810 0.85423 0.074 0.081 0.308 -0.22
C 6.32093 -1.05986 0.90397 0.069 -0.031 0.071 -0.19
C -1.36674 2.53646 -1.77436 0.036 0.020 -0.107 -0.41
C 4.33176 -1.26375 -1.00372 0.030 0.043 0.000 -0.24
C 5.58281 0.05596 0.55062 -0.042 0.020 -0.070 -0.24
C 2.47836 1.19649 -0.04002 -0.578 -0.026 0.362 0.32
C -0.86160 2.27328 0.56492 -0.237 -0.077 0.108 -0.29
C 5.06769 -2.38036 -0.65082 -0.042 -0.070 -0.046 -0.20
C -2.27123 -0.36098 0.47499 0.038 0.067 -0.092 -0.24
C -5.94157 -0.30892 -0.12100 -0.277 -0.140 0.008 -0.21
C 6.06528 -2.28034 0.30373 0.054 -0.058 0.048 -0.22
C -2.55376 -1.81594 0.09398 0.044 0.064 0.026 -0.49
C -4.00492 -1.80222 -0.36840 0.339 -0.121 -0.029 0.68
H -2.06401 2.22552 -2.55018 -0.035 0.025 -0.051 0.20
H -0.34239 2.33672 -2.11224 -0.055 0.028 -0.068 0.19
H -2.38777 0.20951 -1.58528 0.062 -0.031 -0.054 0.21
H 7.09748 -0.97617 1.65013 0.058 0.007 0.056 0.21
H -1.89779 -2.19758 -0.68624 -0.026 -0.058 -0.030 0.23
H -3.77989 1.21877 0.57613 0.002 -0.037 0.071 0.22
H -3.85048 0.05790 1.92981 0.029 0.080 -0.030 0.19
H -0.72935 -0.00111 -0.99755 -0.033 -0.026 -0.037 0.18
H -1.47870 3.60772 -1.61497 0.021 0.086 -0.068 0.20
H -6.41444 0.31494 1.89995 -0.014 0.055 0.121 0.20
H -0.82898 3.36523 0.55636 0.013 -0.099 0.096 0.23
H 3.53346 1.17568 -1.85006 0.033 0.038 0.067 0.24
H 3.55432 -1.34551 -1.75026 -0.089 -0.004 -0.081 0.21
H -6.70064 -1.40074 1.57657 -0.016 -0.090 0.061 0.21
H -1.30482 1.93831 1.50506 0.052 0.107 0.017 0.22
H -6.32810 -1.01152 -0.86362 0.046 0.145 0.021 0.23
H -1.57054 -0.29560 1.30862 -0.064 0.007 -0.011 0.22
H 6.64140 -3.15142 0.57880 0.046 -0.064 0.020 0.21
H -2.47658 -2.48038 0.95660 -0.002 -0.044 -0.017 0.23
H 5.78467 1.00621 1.02375 0.012 0.109 0.045 0.21
H -7.80988 -0.18290 0.94111 -0.127 0.043 0.036 0.22
H 4.30404 2.09126 -0.55314 -0.011 -0.030 -0.093 0.24
H 4.86288 -3.33043 -1.12225 -0.014 -0.070 -0.039 0.21
H -5.99097 0.70752 -0.52864 0.004 -0.095 -0.033 0.19